C3H11NO2 | ωB97M-V/def2-TZVPD

energy relative to the best compared isomer or geometry (same formula, charge and spin) = 42.3 kcal per mole
HOMO level = -0.34172 Eh
E_LUMO = 0.59 eV
SMILES = NCCCO.O
orbital gap = 9.889 eV

Atoms and positions in Å:
N: -3.050 -0.093 -1.288
C: -1.686 -0.470 -0.840
C: -1.406 0.198 0.493
C: 0.103 0.579 0.662
O: 0.249 1.490 1.777
H: -3.538 -0.734 -1.856
H: -3.044 0.832 -1.665
H: -1.406 -1.517 -0.692
H: -0.937 0.060 -1.572
H: -1.563 -0.383 1.355
H: -2.017 1.123 0.500
H: 0.574 0.918 -0.377
H: 0.839 -0.230 1.021
H: -0.617 1.742 2.189
O: 4.998 -1.427 -0.679
H: 5.095 -2.081 0.100
H: 3.927 -1.426 -0.661



C3H11NO2 | ωB97M-V/def2-TZVPD

energy relative to the best compared isomer or geometry (same formula, charge and spin) = 16.3 kcal per mole
HOMO level = -0.30968 Eh
E_LUMO = 0.66 eV
SMILES = C=C(C)N.O.O
orbital gap = 9.083 eV

Atoms and positions in Å:
C: 0.424 2.008 0.866
C: 0.516 1.170 -0.179
C: -0.579 1.165 -1.200
N: 1.695 0.532 -0.546
H: 1.256 2.104 1.544
H: -0.356 2.744 0.879
H: -0.541 0.316 -1.881
H: -1.589 1.168 -0.790
H: -0.525 2.066 -1.823
H: 1.700 0.209 -1.501
H: 2.431 0.261 0.071
O: 0.310 -2.360 -0.713
H: 0.723 -1.490 -0.670
H: -0.283 -2.376 0.046
O: -1.948 -1.595 1.651
H: -2.547 -0.840 1.643
H: -1.054 -1.239 1.700



C3H11NO2 | ωB97M-V/def2-TZVPD

energy relative to the best compared isomer or geometry (same formula, charge and spin) = 16.6 kcal per mole
HOMO level = -0.33755 Eh
E_LUMO = 0.81 eV
SMILES = C[C@H](O)CN.O
orbital gap = 9.998 eV

Atoms and positions in Å:
C: -0.758 0.862 1.176
C: 0.446 0.198 0.535
O: 0.250 0.431 -0.909
C: 0.286 -1.346 0.588
N: 1.508 -2.048 0.257
H: -1.165 1.589 0.479
H: -1.544 0.130 1.390
H: -0.600 1.345 2.143
H: 1.438 0.556 0.800
H: 0.974 0.655 -1.512
H: -0.013 -1.731 1.573
H: -0.534 -1.581 -0.089
H: 1.676 -2.199 -0.721
H: 1.759 -2.868 0.794
O: -1.287 2.277 -2.510
H: -1.822 1.540 -2.183
H: -0.614 2.191 -1.811



C3H11NO2 | ωB97M-V/def2-TZVPD

energy relative to the best compared isomer or geometry (same formula, charge and spin) = 6.5 kcal per mole
HOMO level = -0.34630 Eh
E_LUMO = 0.72 eV
SMILES = C[C@H](O)CN.O
orbital gap = 10.139 eV

Atoms and positions in Å:
C: -1.292 -0.101 0.705
C: 0.115 0.296 0.274
O: 0.233 0.319 -1.185
C: 1.084 -0.776 0.769
N: 2.513 -0.630 0.491
H: -2.017 0.613 0.314
H: -1.531 -1.078 0.299
H: -1.341 -0.114 1.788
H: 0.294 1.296 0.661
H: 0.871 1.012 -1.374
H: 0.936 -0.871 1.838
H: 0.765 -1.689 0.284
H: 3.050 -0.537 1.341
H: 2.768 0.159 -0.091
O: -2.316 1.054 -2.109
H: -2.739 0.188 -2.151
H: -1.394 0.859 -1.854



C3H11NO2 | ωB97M-V/def2-TZVPD

energy relative to the best compared isomer or geometry (same formula, charge and spin) = 26.1 kcal per mole
HOMO level = -0.32755 Eh
E_LUMO = 0.41 eV
SMILES = NCCCO.O
orbital gap = 9.322 eV

Atoms and positions in Å:
N: -2.676 -0.766 0.943
C: -1.846 -0.208 -0.140
C: -0.550 0.612 0.166
C: 0.398 0.687 -1.025
O: 1.549 1.548 -0.672
H: -3.546 -1.219 0.729
H: -2.057 -1.410 1.393
H: -2.364 0.385 -0.891
H: -1.388 -1.050 -0.665
H: -0.873 1.642 0.392
H: 0.159 0.092 0.974
H: 0.777 -0.230 -1.413
H: -0.057 1.294 -1.809
H: 2.241 0.963 -0.176
O: 3.107 -0.675 0.508
H: 3.107 -0.832 1.468
H: 4.020 -0.832 0.220



C3H11NO2 | ωB97M-V/def2-TZVPD

energy relative to the best compared isomer or geometry (same formula, charge and spin) = 48.4 kcal per mole
HOMO level = -0.35143 Eh
E_LUMO = 0.89 eV
SMILES = C=CCN.O.O
orbital gap = 10.449 eV

Atoms and positions in Å:
C: -2.040 0.898 -0.042
C: -0.963 0.263 0.256
C: -0.064 0.646 1.445
N: 1.232 -0.003 1.611
H: -2.653 0.741 -0.802
H: -2.324 1.730 0.545
H: -0.592 -0.650 -0.276
H: 0.039 1.680 1.434
H: -0.733 0.331 2.342
H: 1.990 0.436 1.204
H: 1.123 -0.988 1.485
O: 2.854 1.559 3.632
H: 2.203 1.084 3.014
H: 3.793 1.617 3.219
O: -1.634 -3.006 -6.196
H: -0.747 -2.829 -6.255
H: -2.077 -2.394 -6.628



C3H11NO2 | ωB97M-V/def2-TZVPD

⟨S²⟩ = 0.755
energy relative to the best compared isomer or geometry (same formula, charge and spin) = 65.7 kcal per mole
2S+1 = 2
HOMO level (spin up / spin down) = -0.56737 / -0.56076 Eh
E_LUMO (spin up / spin down) = -4.24 / -10.00 eV
charge = +1
orbital gap (spin up / spin down) = 11.204 / 5.257 eV

Atoms and positions in Å:
C: 0.267 1.187 -0.030
C: -0.974 0.617 0.691
C: -1.086 1.253 2.035
O: -0.881 -0.836 0.893
N: 0.364 0.515 -1.277
H: 0.025 2.236 -0.190
H: 1.140 1.214 0.652
H: -1.955 0.869 0.180
H: -2.040 1.232 2.489
H: -0.351 0.775 2.826
H: -0.693 2.320 1.827
H: -0.966 -1.183 -0.020
H: 1.044 1.120 -1.943
H: -0.439 0.561 -1.818
H: 1.200 -2.152 -1.570
H: 2.583 -2.245 -1.317
O: 1.964 -2.501 -1.938



C3H11NO3 | ωB97M-V/def2-TZVPD

energy relative to the best compared isomer or geometry (same formula, charge and spin) = 47.9 kcal per mole
HOMO level = -0.35807 Eh
E_LUMO = 0.65 eV
SMILES = NC(CO)CO.O
orbital gap = 10.391 eV

Atoms and positions in Å:
N: -0.586 0.085 -0.790
C: 0.044 -0.762 0.215
C: 0.727 0.064 1.281
O: -0.128 1.084 1.909
C: 1.065 -1.701 -0.428
O: 0.494 -3.001 -0.602
H: -1.184 0.736 -0.278
H: -1.355 -0.354 -1.305
H: -0.676 -1.412 0.739
H: 1.023 -0.666 2.036
H: 1.583 0.568 0.792
H: 0.498 1.804 1.817
H: 1.518 -1.232 -1.317
H: 1.918 -1.855 0.271
H: 1.256 -3.576 -0.730
O: -1.936 3.735 -1.387
H: -2.605 3.109 -1.687
H: -1.655 3.374 -0.536



C3H11NO3 | ωB97M-V/def2-TZVPD

energy relative to the best compared isomer or geometry (same formula, charge and spin) = 40.1 kcal per mole
HOMO level = -0.35037 Eh
E_LUMO = 0.28 eV
SMILES = NC(CO)CO.O
orbital gap = 9.818 eV

Atoms and positions in Å:
N: -0.686 -0.148 1.614
C: -0.491 -0.177 0.165
C: 0.665 -1.110 -0.241
O: 1.838 -0.844 0.504
C: -1.773 -0.685 -0.459
O: -2.855 0.241 -0.365
H: 0.214 -0.160 2.087
H: -1.137 0.731 1.836
H: -0.340 0.813 -0.305
H: 0.717 -1.040 -1.319
H: 0.304 -2.101 -0.010
H: 1.883 0.127 0.519
H: -2.069 -1.637 -0.019
H: -1.634 -0.969 -1.516
H: -2.555 1.007 -0.868
O: 2.850 1.806 -0.256
H: 2.639 2.742 -0.338
H: 2.429 1.405 -1.030



C3H11NO3S | ωB97M-V/def2-TZVPD

energy relative to the best compared isomer or geometry (same formula, charge and spin) = 0.0 kcal per mole
HOMO level = -0.00325 Eh
E_LUMO = 5.90 eV
charge = -2
orbital gap = 5.988 eV

Atoms and positions in Å:
C: -1.977 -0.540 0.131
C: -3.117 0.441 0.426
S: -4.656 0.066 -0.463
N: -0.793 -0.313 0.968
C: 0.248 0.495 0.381
O: 0.964 -0.125 -0.657
H: -2.387 -1.531 0.334
H: -1.741 -0.518 -0.939
H: -2.796 1.458 0.208
H: -3.285 0.411 1.513
H: -0.369 -1.203 1.223
H: 0.938 0.766 1.182
H: -0.231 1.398 -0.010
H: 2.950 0.884 -1.987
H: 3.706 0.240 -0.839
O: 3.862 0.717 -1.723
H: 1.840 -0.437 -0.267
H: 3.570 -1.520 0.061
O: 3.272 -0.690 0.459



C3H11NO3S | ωB97M-V/def2-TZVPD

⟨S²⟩ = 0.754
energy relative to the best compared isomer or geometry (same formula, charge and spin) = 0.0 kcal per mole
2S+1 = 2
HOMO level (spin up / spin down) = -0.51442 / -0.50519 Eh
E_LUMO (spin up / spin down) = -3.84 / -9.17 eV
charge = +1
orbital gap (spin up / spin down) = 10.154 / 4.580 eV

Atoms and positions in Å:
C: -0.740 0.482 -0.974
C: 0.746 0.061 -1.071
S: 1.721 1.541 -1.071
C: -1.595 -0.741 -1.008
N: -2.273 -1.031 0.162
O: -1.720 -1.517 -1.926
H: -0.922 1.045 -0.058
H: -1.113 1.150 -1.766
H: 0.957 -0.649 -0.225
H: 0.858 -0.431 -2.064
H: 2.749 1.034 -0.398
H: -2.272 -0.442 0.975
H: -2.958 -1.768 0.121
H: 2.196 -1.686 2.311
H: 1.093 -0.694 2.389
O: 1.397 -1.430 1.834
H: -0.616 1.112 2.847
H: 0.514 1.620 3.683
O: 0.036 0.802 3.493



C3H11NO4 | ωB97M-V/def2-TZVPD

⟨S²⟩ = 0.757
energy relative to the best compared isomer or geometry (same formula, charge and spin) = 9.6 kcal per mole
2S+1 = 2
HOMO level (spin up / spin down) = -0.55024 / -0.54486 Eh
E_LUMO (spin up / spin down) = -3.32 / -7.79 eV
charge = +1
orbital gap (spin up / spin down) = 11.650 / 7.033 eV

Atoms and positions in Å:
H: 0.954 -0.304 1.240
O: 0.206 -1.205 1.890
O: 1.533 0.579 0.947
H: 0.770 -1.531 2.610
H: -0.490 -0.646 2.355
C: 1.652 0.990 -0.265
O: 2.158 1.998 -0.628
C: 1.044 -0.069 -1.367
H: 1.226 0.290 -2.375
N: -0.287 -0.332 -1.045
H: -0.438 -1.173 -0.494
H: 1.634 -0.972 -1.186
C: -1.296 -0.172 -2.108
H: -1.196 0.807 -2.560
H: -1.157 -0.962 -2.850
H: -2.278 -0.294 -1.655
O: -1.376 0.709 2.740
H: -1.673 0.717 1.824
H: -0.985 1.571 2.929



C3H11NOS | ωB97M-V/def2-TZVPD

energy relative to the best compared isomer or geometry (same formula, charge and spin) = 20.4 kcal per mole
HOMO level = -0.30927 Eh
E_LUMO = 0.84 eV
SMILES = CSC.NCO
orbital gap = 9.259 eV

Atoms and positions in Å:
C: -2.418 1.256 -0.081
S: -1.056 2.280 -0.678
C: -1.846 3.908 -0.775
H: -1.992 0.445 0.504
H: -3.075 1.874 0.523
H: -3.014 0.845 -0.857
H: -1.405 4.528 -0.001
H: -2.910 3.827 -0.715
H: -1.622 4.346 -1.740
N: 1.477 -2.535 0.134
C: 2.846 -2.883 0.207
O: 3.222 -3.780 1.241
H: 1.026 -2.184 0.968
H: 0.867 -3.256 -0.220
H: 3.476 -1.985 0.151
H: 3.126 -3.394 -0.721
H: 3.297 -3.291 2.062



C3H11NOS2 | ωB97M-V/def2-TZVPD

⟨S²⟩ = 0.753
energy relative to the best compared isomer or geometry (same formula, charge and spin) = 14.8 kcal per mole
2S+1 = 2
HOMO level (spin up / spin down) = -0.02863 / -0.11571 Eh
E_LUMO (spin up / spin down) = 2.42 / 2.42 eV
charge = -1
orbital gap (spin up / spin down) = 3.202 / 5.571 eV

Atoms and positions in Å:
N: -0.505 1.428 -0.680
C: -0.235 -0.002 -0.694
C: -0.961 -0.799 -1.805
C: 1.275 -0.161 -0.916
S: 1.831 -1.756 -0.268
S: 1.860 -1.406 2.063
H: 0.091 2.104 -1.115
H: -1.491 1.626 -0.739
H: -0.529 -0.439 0.252
H: -0.289 -0.827 -2.672
H: -1.923 -0.357 -2.143
H: -1.284 -1.800 -1.534
H: 1.723 0.611 -0.262
H: 1.594 0.051 -1.954
H: 3.155 -1.727 2.411
H: -6.274 4.856 0.238
H: -5.471 4.102 1.188
O: -5.362 4.571 0.358



C3H11NOS2 | ωB97M-V/def2-TZVPD

⟨S²⟩ = 0.753
energy relative to the best compared isomer or geometry (same formula, charge and spin) = 34.4 kcal per mole
2S+1 = 2
HOMO level (spin up / spin down) = 0.00455 / -0.12414 Eh
E_LUMO (spin up / spin down) = 2.75 / 2.66 eV
charge = -1
orbital gap (spin up / spin down) = 2.622 / 6.043 eV

Atoms and positions in Å:
S: -2.496 -1.648 -1.388
S: -1.144 -1.265 0.232
C: -0.274 0.180 -0.478
C: 0.752 0.730 0.512
N: 0.029 1.178 1.712
C: 0.792 1.451 2.904
H: -2.731 -2.997 -1.273
H: -0.994 0.990 -0.630
H: 0.349 -0.026 -1.377
H: 1.441 -0.063 0.787
H: 1.365 1.535 0.072
H: -0.877 0.737 1.829
H: 0.449 2.399 3.336
H: 0.805 0.673 3.690
H: 1.865 1.568 2.588
H: 5.555 1.327 -2.163
H: 4.387 1.622 -1.425
O: 4.870 2.027 -2.163



C3H11NOS2 | ωB97M-V/def2-TZVPD

energy relative to the best compared isomer or geometry (same formula, charge and spin) = 11.1 kcal per mole
HOMO level = -0.31646 Eh
E_LUMO = 0.34 eV
SMILES = C[C@@H](N)CSS.O
orbital gap = 8.947 eV

Atoms and positions in Å:
C: 0.939 -0.632 0.251
C: 0.202 0.630 -0.157
N: 1.209 1.573 -0.688
C: -0.923 0.440 -1.197
S: -2.426 -0.388 -0.696
S: -1.986 -2.388 -1.081
H: 1.449 -0.409 1.183
H: 0.332 -1.535 0.309
H: 1.780 -0.802 -0.408
H: -0.141 1.214 0.699
H: 0.975 2.542 -0.527
H: 1.318 1.479 -1.695
H: -1.168 1.442 -1.535
H: -0.381 0.004 -2.045
H: -1.425 -2.158 -2.277
O: 0.409 -0.376 3.516
H: 0.235 -0.756 2.643
H: -0.398 0.118 3.705



C3H11NOS2 | ωB97M-V/def2-TZVPD

energy relative to the best compared isomer or geometry (same formula, charge and spin) = 11.7 kcal per mole
HOMO level = -0.31414 Eh
E_LUMO = 0.47 eV
SMILES = NCCCSS.O
orbital gap = 9.015 eV

Atoms and positions in Å:
N: 2.432 0.358 2.526
C: 2.223 -0.365 1.276
C: 1.010 0.149 0.517
C: 0.504 -0.872 -0.500
S: -1.176 -1.523 -0.116
S: -2.279 0.159 -0.660
H: 2.853 -0.143 3.290
H: 1.624 0.896 2.794
H: 3.113 -0.244 0.646
H: 2.136 -1.451 1.432
H: 0.210 0.402 1.212
H: 1.220 1.082 -0.006
H: 0.490 -0.540 -1.530
H: 1.041 -1.816 -0.442
H: -3.122 0.183 0.379
O: 0.482 2.712 -2.263
H: 0.396 3.059 -3.155
H: 0.112 1.826 -2.306



C3H11NSi | ωB97M-V/def2-TZVPD

energy relative to the best compared isomer or geometry (same formula, charge and spin) = 1.8 kcal per mole
HOMO level = -0.34160 Eh
E_LUMO = 1.04 eV
SMILES = CCCN[SiH3]
orbital gap = 10.333 eV

Atoms and positions in Å:
C: 1.494 -1.096 0.417
C: 1.145 0.045 -0.546
C: 0.330 1.169 0.092
N: -0.896 0.663 0.725
Si: -2.023 -0.248 -0.228
H: 0.798 -1.118 1.256
H: 2.496 -0.969 0.828
H: 1.459 -2.070 -0.068
H: 2.060 0.496 -0.936
H: 0.610 -0.335 -1.421
H: 0.096 1.917 -0.677
H: 0.940 1.663 0.853
H: -1.384 1.413 1.202
H: -3.369 0.000 0.338
H: -1.739 -1.698 -0.179
H: -2.017 0.168 -1.654



C3H11NSi | ωB97M-V/def2-TZVPD

energy relative to the best compared isomer or geometry (same formula, charge and spin) = 82.7 kcal per mole
HOMO level (spin up / spin down) = -0.27511 / -0.26877 Eh
E_LUMO (spin up / spin down) = -0.08 / 0.75 eV
orbital gap (spin up / spin down) = 7.407 / 8.059 eV

Atoms and positions in Å:
C: 0.179 1.525 1.010
C: 1.663 -0.423 1.215
C: 0.247 0.088 1.286
N: -1.743 -0.226 -2.244
Si: -0.963 -1.403 -1.287
H: -0.624 1.913 0.255
H: -0.144 2.078 1.895
H: 1.039 2.058 0.612
H: 1.839 -1.403 1.781
H: 2.210 0.396 1.742
H: 1.953 -0.356 0.208
H: -0.593 -0.432 1.807
H: -1.979 0.677 -1.791
H: -1.595 -0.211 -3.247
H: 0.314 -1.809 -2.000
H: -1.802 -2.472 -1.240



C3H11NSi | ωB97M-V/def2-TZVPD

⟨S²⟩ = 2.006
energy relative to the best compared isomer or geometry (same formula, charge and spin) = 37.6 kcal per mole
2S+1 = 3
HOMO level (spin up / spin down) = -0.18029 / -0.35270 Eh
E_LUMO (spin up / spin down) = 1.07 / -2.05 eV
orbital gap (spin up / spin down) = 5.974 / 7.551 eV

Atoms and positions in Å:
C: -3.202 -0.832 0.335
C: -1.004 0.129 0.036
C: -2.288 0.283 0.207
N: 2.880 0.290 -1.275
Si: 3.028 0.224 0.429
H: -3.937 -0.571 -0.432
H: -2.669 -1.693 0.089
H: -3.745 -0.916 1.249
H: -0.485 -0.779 -0.074
H: -0.444 1.047 -0.058
H: 4.237 -0.449 0.625
H: -2.768 1.268 0.338
H: 1.887 0.509 -1.686
H: 3.654 0.588 -1.781
H: 1.931 -0.661 0.941
H: 2.924 1.560 1.059